{"formula": "C37H79HgN2O15S6", "method": "ωB97M-V/def2-TZVPD", "symbols": ["Hg", "O", "C", "O", "O", "H", "C", "C", "N", "C", "C", "C", "C", "H", "H", "H", "H", "H", "H", "H", "H", "H", "H", "H", "H", "H", "H", "H", "C", "C", "N", "C", "C", "C", "C", "H", "H", "H", "H", "H", "H", "H", "H", "H", "H", "H", "H", "H", "H", "H", "C", "C", "C", "S", "O", "O", "C", "H", "H", "H", "H", "H", "H", "H", "H", "C", "C", "C", "S", "O", "O", "C", "H", "H", "H", "H", "H", "H", "H", "H", "C", "C", "C", "S", "O", "O", "C", "H", "H", "H", "H", "H", "H", "H", "H", "C", "C", "C", "S", "O", "O", "C", "H", "H", "H", "H", "H", "H", "H", "H", "C", "C", "C", "S", "O", "O", "C", "H", "H", "H", "H", "H", "H", "H", "H", "C", "C", "C", "S", "O", "O", "C", "H", "H", "H", "H", "H", "H", "H", "H"], "positions_angstrom": [[0.44, -2.61, -1.64], [-0.28, 1.33, -0.83], [0.06, 0.03, -0.96], [-0.83, -0.83, -0.65], [1.16, -0.32, -1.42], [-1.19, 1.40, -0.48], [-4.52, 2.04, 1.85], [-4.18, 3.03, 0.75], [-2.77, 3.01, 0.41], [-1.91, 3.29, 1.57], [-2.02, 4.67, 2.21], [-2.45, 3.96, -0.65], [-3.09, 3.54, -2.00], [-4.45, 2.52, 2.83], [-3.84, 1.18, 1.83], [-5.52, 1.62, 1.76], [-4.77, 2.72, -0.12], [-4.64, 4.03, 0.88], [-2.09, 2.57, 2.37], [-0.85, 3.13, 1.34], [-1.46, 4.73, 3.14], [-1.80, 5.51, 1.55], [-3.05, 4.90, 2.53], [-1.39, 3.98, -0.91], [-2.75, 5.00, -0.44], [-4.09, 3.96, -2.14], [-2.93, 2.48, -2.16], [-2.48, 3.93, -2.82], [1.13, 1.83, 5.58], [-0.33, 1.85, 5.06], [-1.06, 0.60, 5.19], [-1.28, 0.16, 6.56], [-2.15, 1.16, 7.34], [-0.68, -0.45, 4.25], [-0.44, 0.07, 2.84], [1.59, 0.88, 5.31], [1.22, 1.89, 6.66], [1.69, 2.68, 5.19], [-0.82, 2.68, 5.58], [-0.39, 2.19, 4.03], [-1.89, -0.74, 6.53], [-0.35, 0.00, 7.12], [-1.57, 2.04, 7.60], [-3.01, 1.53, 6.79], [-2.45, 0.69, 8.27], [-1.58, -1.07, 4.15], [0.14, -1.07, 4.63], [0.35, 0.80, 2.73], [-1.34, 0.58, 2.48], [-0.27, -0.76, 2.14], [-4.36, -3.14, -0.05], [-4.35, -4.48, 0.73], [-2.91, -4.92, 0.87], [-1.95, -3.40, 1.11], [-0.81, -3.37, 0.21], [-1.68, -3.13, 2.51], [-3.26, -2.27, 0.53], [-5.34, -2.71, 0.17], [-4.22, -3.38, -1.11], [-4.88, -5.20, 0.11], [-4.85, -4.37, 1.69], [-2.61, -5.36, -0.08], [-2.70, -5.58, 1.71], [-2.85, -1.43, -0.02], [-3.67, -1.86, 1.46], [-4.00, -0.38, -2.95], [-4.49, -1.48, -3.90], [-3.32, -2.41, -4.17], [-1.85, -1.28, -4.24], [-1.57, -1.02, -5.62], [-0.73, -1.71, -3.41], [-2.67, 0.15, -3.46], [-4.01, -0.78, -1.93], [-4.69, 0.47, -2.89], [-4.80, -0.97, -4.81], [-5.26, -2.08, -3.41], [-3.39, -2.97, -5.09], [-3.11, -3.01, -3.28], [-2.82, 0.85, -4.29], [-2.03, 0.58, -2.69], [2.96, -4.41, 3.06], [1.99, -3.23, 3.26], [2.49, -2.07, 2.38], [3.17, -2.80, 0.90], [4.54, -2.46, 0.66], [2.17, -2.65, -0.18], [3.13, -4.52, 1.53], [2.54, -5.30, 3.52], [3.86, -4.13, 3.62], [1.95, -2.94, 4.31], [0.99, -3.54, 2.97], [3.34, -1.59, 2.88], [1.79, -1.26, 2.16], [4.02, -5.01, 1.14], [2.24, -5.02, 1.16], [2.30, 1.54, -4.29], [2.57, 3.00, -3.90], [1.21, 3.68, -3.81], [0.22, 2.99, -5.18], [0.43, 3.83, -6.33], [-1.12, 2.69, -4.72], [1.24, 1.49, -5.39], [1.88, 1.01, -3.42], [3.23, 1.03, -4.53], [3.23, 3.45, -4.64], [3.08, 2.98, -2.95], [1.19, 4.76, -3.82], [0.76, 3.45, -2.84], [1.69, 1.59, -6.37], [0.51, 0.69, -5.40], [5.48, -3.70, -2.95], [5.84, -2.28, -3.38], [4.57, -1.46, -3.34], [3.30, -2.53, -4.03], [3.17, -2.30, -5.46], [2.18, -2.49, -3.09], [4.17, -4.09, -3.68], [5.28, -3.77, -1.88], [6.29, -4.42, -3.12], [6.22, -2.21, -4.40], [6.63, -1.87, -2.75], [4.56, -0.55, -3.93], [4.27, -1.25, -2.31], [4.47, -4.46, -4.67], [3.52, -4.85, -3.26], [4.05, 1.27, 0.74], [3.63, 1.95, -0.57], [2.68, 3.12, -0.31], [2.33, 3.20, 1.45], [0.89, 3.27, 1.65], [3.27, 4.10, 2.08], [2.96, 1.52, 1.78], [4.96, 1.74, 1.12], [4.25, 0.22, 0.53], [3.24, 1.24, -1.31], [4.52, 2.29, -1.10], [1.73, 2.92, -0.81], [3.09, 4.07, -0.62], [2.09, 0.89, 1.55], [3.19, 1.44, 2.84]], "charge": 1, "de_lowest_kj_mol": 94.4, "gap_ev": 5.9}

***

{"formula": "C37H82BrIN10O11P", "method": "ωB97M-V/def2-TZVPD", "symbols": ["C", "C", "O", "C", "N", "C", "C", "C", "C", "I", "C", "N", "C", "C", "C", "O", "C", "P", "N", "O", "O", "C", "C", "Br", "C", "C", "H", "H", "H", "H", "H", "H", "H", "H", "H", "H", "H", "H", "H", "H", "H", "H", "H", "H", "H", "H", "H", "H", "H", "H", "H", "H", "H", "H", "H", "H", "H", "H", "H", "C", "O", "N", "C", "C", "H", "H", "H", "H", "H", "H", "H", "C", "O", "N", "C", "C", "H", "H", "H", "H", "H", "H", "H", "C", "O", "N", "C", "C", "H", "H", "H", "H", "H", "H", "H", "C", "O", "N", "C", "C", "H", "H", "H", "H", "H", "H", "H", "C", "O", "N", "C", "C", "H", "H", "H", "H", "H", "H", "H", "C", "O", "N", "C", "C", "H", "H", "H", "H", "H", "H", "H", "C", "O", "N", "C", "C", "H", "H", "H", "H", "H", "H", "H"], "positions_angstrom": [[-5.74, -0.93, 4.99], [-6.48, -1.82, 3.82], [-5.53, -2.21, 2.73], [-5.54, -1.12, 1.70], [-4.09, -0.84, 1.38], [-4.08, 0.29, 0.33], [-2.68, 1.11, 0.46], [-1.33, 0.40, -0.10], [-0.67, -0.74, 0.87], [0.29, -2.22, -0.50], [-4.38, -0.44, -1.10], [-4.63, 0.42, -2.29], [-3.37, 0.83, -3.03], [-5.42, 1.66, -2.09], [-4.97, 3.07, -1.35], [-6.66, 1.71, -2.66], [-5.46, -1.70, -0.90], [-6.19, -2.35, -2.55], [-4.90, -2.97, -3.39], [-6.91, -1.16, -3.58], [-7.22, -3.76, -2.24], [-6.44, -1.61, 0.37], [-7.84, -0.84, 0.33], [-7.84, 1.16, 0.42], [-8.93, -1.26, -0.83], [-10.41, -0.73, -0.26], [-5.54, 0.18, 4.63], [-6.36, -0.84, 5.99], [-4.75, -1.50, 5.27], [-7.47, -1.31, 3.39], [-6.85, -2.83, 4.32], [-5.99, -0.19, 2.24], [-3.65, -0.47, 2.27], [-3.52, -1.67, 1.10], [-4.93, 1.03, 0.69], [-2.70, 2.21, 0.01], [-2.51, 1.28, 1.63], [-1.41, -0.03, -1.20], [-0.51, 1.27, -0.18], [-1.42, -1.31, 1.56], [0.24, -0.30, 1.51], [-3.35, -0.99, -1.38], [-3.69, 1.18, -4.12], [-2.59, -0.03, -3.18], [-2.82, 1.74, -2.54], [-5.28, 2.99, -0.21], [-3.86, 3.37, -1.51], [-5.64, 3.95, -1.79], [-4.74, -2.62, -0.59], [-5.05, -4.01, -3.52], [-6.21, -0.94, -4.28], [-7.39, -4.25, -3.10], [-6.71, -2.74, 0.65], [-8.40, -1.16, 1.35], [-9.04, -2.42, -0.94], [-8.79, -0.69, -1.85], [-11.29, -1.38, -0.71], [-10.51, -0.81, 0.91], [-10.54, 0.40, -0.60], [6.32, -2.66, -0.97], [6.33, -1.89, -0.02], [5.21, -2.96, -1.74], [5.27, -3.88, -2.85], [3.94, -2.33, -1.42], [7.23, -3.19, -1.30], [4.98, -3.36, -3.76], [4.58, -4.71, -2.66], [6.28, -4.28, -2.98], [4.06, -1.25, -1.49], [3.67, -2.59, -0.39], [3.16, -2.67, -2.11], [10.27, 0.14, 1.14], [11.28, 0.35, 1.79], [9.75, 0.97, 0.17], [8.54, 0.65, -0.55], [10.44, 2.21, -0.13], [9.67, -0.78, 1.29], [8.77, 0.59, -1.62], [7.80, 1.43, -0.38], [8.13, -0.31, -0.22], [11.46, 1.98, -0.46], [10.49, 2.82, 0.78], [9.91, 2.76, -0.91], [-7.55, 2.29, 3.99], [-6.41, 1.88, 3.87], [-7.97, 3.22, 4.92], [-9.35, 3.66, 5.00], [-7.01, 3.79, 5.84], [-8.37, 1.93, 3.34], [-9.39, 4.74, 4.83], [-9.74, 3.43, 6.00], [-9.97, 3.16, 4.25], [-6.22, 4.28, 5.27], [-6.56, 2.98, 6.42], [-7.48, 4.50, 6.51], [1.73, -6.15, -0.54], [2.91, -6.33, -0.83], [0.65, -6.68, -1.23], [-0.71, -6.42, -0.83], [0.90, -7.52, -2.38], [1.43, -5.52, 0.31], [-1.20, -7.37, -0.60], [-1.24, -5.93, -1.66], [-0.75, -5.77, 0.05], [1.50, -8.38, -2.07], [1.46, -6.95, -3.12], [-0.04, -7.87, -2.81], [-9.43, 5.18, -5.48], [-10.00, 5.26, -4.40], [-8.48, 4.24, -5.82], [-7.85, 4.22, -7.12], [-8.10, 3.25, -4.84], [-9.64, 5.89, -6.29], [-8.05, 3.26, -7.60], [-6.77, 4.35, -6.99], [-8.23, 5.03, -7.76], [-8.98, 2.67, -4.55], [-7.70, 3.75, -3.95], [-7.34, 2.57, -5.25], [11.39, 5.53, 0.47], [10.62, 4.80, 1.09], [12.53, 6.10, 0.98], [13.39, 6.95, 0.18], [12.89, 5.84, 2.36], [11.21, 5.79, -0.58], [14.39, 6.50, 0.14], [13.45, 7.93, 0.65], [13.00, 7.06, -0.83], [13.02, 4.76, 2.50], [12.08, 6.18, 3.01], [13.82, 6.35, 2.62], [14.58, -2.00, 4.50], [15.51, -2.37, 5.21], [14.30, -2.48, 3.24], [13.17, -2.00, 2.47], [15.15, -3.50, 2.67], [13.86, -1.24, 4.84], [12.51, -2.84, 2.25], [13.54, -1.57, 1.54], [12.61, -1.24, 3.02], [15.15, -4.38, 3.32], [16.18, -3.11, 2.61], [14.81, -3.77, 1.67]], "charge": 1, "gap_ev": 6.5}